# 1
{
  "formula": "C4H35NO16",
  "method": "ωB97M-V with the def2-TZVPD basis set",
  "elements": ["O", "O", "O", "O", "O", "O", "O", "O", "O", "O", "O", "O", "O", "O", "O", "O", "N", "C", "C", "C", "C", "H", "H", "H", "H", "H", "H", "H", "H", "H", "H", "H", "H", "H", "H", "H", "H", "H", "H", "H", "H", "H", "H", "H", "H", "H", "H", "H", "H", "H", "H", "H", "H", "H", "H", "H"],
  "xyz": [[-3.74, -0.03, 3.35], [-0.76, 2.61, -2.80], [-0.74, -1.20, -4.19], [-3.21, -2.02, 1.63], [2.29, 0.05, 2.23], [1.94, 3.59, -1.39], [0.97, -3.92, -1.58], [0.21, 1.65, -0.26], [-3.43, -0.33, 0.31], [-1.51, 3.27, 1.58], [4.47, -0.51, 0.50], [-0.96, -0.01, 2.04], [-0.64, -3.01, 2.67], [-2.94, 1.14, -2.01], [1.92, 3.22, 1.32], [2.00, -3.13, 2.04], [2.91, 0.38, -0.86], [-0.23, 0.60, -0.63], [1.89, 0.12, -1.86], [3.83, -0.60, -0.53], [0.66, -0.54, -1.12], [1.13, 3.26, -1.79], [1.51, 1.06, -2.31], [0.13, -3.95, -1.10], [-1.73, 3.35, 0.66], [-1.55, 2.83, -2.29], [2.77, 3.24, 1.77], [2.80, 3.28, -1.66], [-4.28, -0.49, 0.73], [-0.22, -0.34, 2.57], [0.15, -1.21, -1.84], [1.82, 3.93, 0.68], [-2.86, -0.90, 0.86], [2.41, -3.95, 1.75], [1.44, 0.16, 1.81], [-0.60, 1.68, -2.62], [-1.67, -1.33, -4.43], [-2.48, 0.32, -2.26], [-1.16, 0.84, 2.46], [0.19, -2.64, 2.32], [2.16, -0.48, -2.73], [3.99, -1.37, -1.30], [-3.18, 0.85, -1.11], [1.02, -3.02, -2.01], [-3.82, -0.54, 2.53], [2.42, -2.42, 1.54], [2.66, 1.20, -0.33], [-3.60, 0.87, 3.04], [-0.58, -0.33, -4.59], [0.98, -1.07, -0.22], [-1.31, 0.46, -0.88], [-2.83, -2.89, 1.49], [2.94, 0.54, 1.72], [-2.51, -1.62, 2.25], [-0.46, -3.92, 2.91], [-0.61, 3.30, 1.92]],
  "gap_ev": 9.75,
  "de_lowest_kj_mol": 557.4,
  "lumo_energy_ha": -0.003,
  "molar_mass_g_mol": 353.32,
  "fmax_ha_per_bohr": 0.0890,
  "e_homo_ev": -9.829,
  "spin_multiplicity": 1,
  "total_charge": 0
}

=====

# 2
{
  "formula": "C4H37CoInNO18P",
  "method": "ωB97M-V with the def2-TZVPD basis set",
  "elements": ["In", "Co", "P", "O", "O", "O", "O", "O", "O", "O", "O", "O", "O", "O", "O", "O", "O", "O", "O", "O", "O", "N", "C", "C", "C", "C", "H", "H", "H", "H", "H", "H", "H", "H", "H", "H", "H", "H", "H", "H", "H", "H", "H", "H", "H", "H", "H", "H", "H", "H", "H", "H", "H", "H", "H", "H", "H", "H", "H", "H", "H", "H", "H"],
  "xyz": [[-1.25, -4.12, -1.21], [0.67, 1.54, -0.27], [-0.43, -0.70, -0.85], [-1.46, -1.49, -0.05], [-3.81, -0.12, 0.00], [-0.02, -1.49, -2.08], [2.37, -0.57, -2.82], [-1.59, -0.25, -3.97], [-3.67, -3.22, 0.02], [-2.47, -1.80, 2.46], [3.57, -0.84, 0.09], [1.45, -3.35, -0.40], [1.05, -3.72, -3.17], [0.82, -0.42, 0.06], [0.54, -1.66, 2.57], [-0.15, 3.51, -0.24], [-2.99, -2.42, -2.65], [-3.13, 2.10, -1.81], [1.78, 1.83, -1.95], [-0.06, 1.56, 1.81], [-0.83, 0.81, -1.14], [2.37, 2.30, 0.78], [3.42, 2.20, 3.05], [0.93, 1.89, 2.77], [-1.42, 1.55, 2.26], [2.30, 1.71, 2.17], [2.64, -0.60, 0.10], [-2.35, 1.61, -1.50], [-2.08, -2.58, 2.87], [1.74, 2.68, -2.41], [-3.83, -2.09, -2.30], [0.17, 4.25, 0.30], [2.19, 3.31, 0.81], [-2.06, 1.38, 1.39], [-3.05, 2.99, -1.48], [-1.00, 3.80, -0.58], [0.75, 2.90, 3.14], [2.32, -3.63, -0.08], [-0.99, -0.80, -3.43], [-4.41, -3.75, 0.33], [0.83, -2.79, -3.00], [3.74, -1.24, 0.95], [4.36, 2.21, 2.49], [2.43, 0.65, 1.95], [-2.94, -0.53, -0.17], [-1.72, 2.51, 2.69], [3.23, -0.98, -2.67], [3.35, 2.34, 0.51], [-2.56, -1.64, -3.05], [1.75, -1.05, -2.24], [-3.67, -2.43, 0.59], [-1.60, 0.68, 2.88], [1.45, -2.40, -0.30], [1.98, 1.15, -2.65], [3.64, 1.58, 3.92], [-2.06, -1.73, 1.58], [0.85, 1.20, 3.62], [0.84, -3.86, -4.10], [0.33, -1.18, 1.75], [3.35, 3.25, 3.35], [-3.83, 0.74, -0.44], [-0.08, -1.32, 3.22], [-1.70, 0.57, -3.48]],
  "gap_ev": [5.84, 4.78],
  "lumo_energy_ha": [-0.369, -0.408],
  "molar_mass_g_mol": 592.05,
  "fmax_ha_per_bohr": 0.0571,
  "e_homo_ev": [-15.882, -15.878],
  "spin_multiplicity": 4,
  "total_charge": 2
}

=====

# 3
{
  "formula": "C4H37NO13S2",
  "method": "ωB97M-V with the def2-TZVPD basis set",
  "elements": ["S", "S", "O", "O", "O", "O", "O", "O", "O", "O", "O", "O", "O", "O", "O", "N", "C", "C", "C", "C", "H", "H", "H", "H", "H", "H", "H", "H", "H", "H", "H", "H", "H", "H", "H", "H", "H", "H", "H", "H", "H", "H", "H", "H", "H", "H", "H", "H", "H", "H", "H", "H", "H", "H", "H", "H", "H"],
  "xyz": [[5.08, -0.36, -1.30], [3.96, -1.91, -2.04], [-3.90, 0.02, 1.21], [1.02, -3.20, 0.13], [-2.31, 0.62, -3.19], [-3.32, 1.37, -0.94], [-2.34, 4.12, -3.28], [-1.60, 4.65, -0.15], [0.42, 3.00, 1.02], [-2.19, -1.51, -1.48], [-1.90, -1.61, 1.94], [-1.48, -5.08, 1.69], [0.91, 0.30, 2.57], [-1.55, 1.39, 3.62], [-0.51, -1.13, 4.16], [2.39, -1.04, 0.51], [2.42, -1.08, -2.71], [4.64, 0.06, 0.37], [2.26, -0.97, -4.20], [3.14, 0.23, 0.72], [-1.42, -0.92, 1.46], [-3.56, 0.67, 0.54], [2.70, 0.91, -0.08], [-2.35, 0.35, -4.11], [1.31, 3.30, 0.74], [2.79, 0.70, 1.62], [-1.21, -1.42, 3.51], [-0.73, -4.98, 2.33], [2.41, -0.08, -2.26], [-2.96, -1.01, -1.21], [2.08, -1.96, -4.57], [1.47, -0.88, 0.94], [3.28, -0.72, -4.55], [-1.59, 0.44, 3.83], [-3.41, 2.28, -0.66], [2.77, -1.80, 1.08], [0.86, 0.50, 3.52], [-1.10, 3.87, -0.41], [-2.04, 4.25, -2.35], [0.23, -1.73, 4.03], [0.08, 3.45, 1.80], [1.55, -0.20, -4.51], [-1.97, -0.12, -2.65], [-0.93, 5.20, 0.28], [5.18, 1.05, 0.40], [1.76, -3.23, -0.49], [-4.72, -0.27, 0.80], [0.42, 1.11, 2.32], [-2.81, 1.35, -1.78], [-1.30, -4.17, 1.38], [-0.92, 1.73, 4.27], [1.63, -1.68, -2.25], [-2.84, -1.34, 1.83], [-2.80, 3.28, -3.19], [-2.33, -2.37, -1.05], [5.02, -0.46, 1.26], [0.31, -2.97, -0.48]],
  "gap_ev": 8.11,
  "de_lowest_kj_mol": 365.2,
  "lumo_energy_ha": -0.009,
  "molar_mass_g_mol": 371.47,
  "fmax_ha_per_bohr": 0.0707,
  "e_homo_ev": -8.347,
  "spin_multiplicity": 1,
  "total_charge": 0
}

=====

# 4
{
  "formula": "C4H37NO16",
  "method": "ωB97M-V with the def2-TZVPD basis set",
  "elements": ["O", "O", "O", "O", "O", "O", "O", "O", "O", "O", "O", "O", "O", "O", "O", "O", "N", "C", "C", "C", "C", "H", "H", "H", "H", "H", "H", "H", "H", "H", "H", "H", "H", "H", "H", "H", "H", "H", "H", "H", "H", "H", "H", "H", "H", "H", "H", "H", "H", "H", "H", "H", "H", "H", "H", "H", "H", "H"],
  "xyz": [[0.42, 3.72, -0.75], [0.47, -2.68, -0.17], [-2.66, 3.05, 2.14], [-1.48, -1.25, 2.63], [2.24, -0.98, -3.83], [-3.20, -3.37, -1.76], [-0.16, -1.83, -2.84], [-0.72, -4.70, 1.00], [3.57, -2.61, -0.25], [-0.25, 2.04, 2.43], [1.20, 1.47, -3.68], [-1.14, 2.47, -2.34], [-2.37, -0.49, -0.25], [-2.40, 3.73, -0.44], [2.35, 2.08, 3.01], [-3.04, -3.30, 2.00], [2.60, 1.42, 0.73], [3.25, 2.25, 1.82], [2.31, 0.10, 1.18], [1.17, -2.01, 0.56], [1.38, -0.62, 0.15], [3.33, 3.32, 1.58], [1.81, -0.68, -0.88], [-0.44, 3.82, -0.19], [0.33, -2.04, -2.01], [0.47, 4.51, -1.43], [-3.11, 2.31, 2.67], [-1.73, 3.20, -2.09], [0.68, 2.17, 2.65], [2.57, 1.47, 3.68], [1.98, 0.03, 2.19], [1.19, 1.73, -2.70], [-0.45, 1.51, 1.75], [-0.18, -3.88, 0.88], [3.26, -0.66, 1.12], [-2.21, -3.70, 2.23], [-2.52, 3.28, 0.48], [4.24, 1.80, 2.15], [-3.79, -3.60, 1.63], [1.47, -1.51, -4.00], [1.91, -0.05, -3.73], [1.44, -2.35, 1.56], [-1.59, -1.16, 1.67], [-1.23, -4.39, 0.41], [-2.28, -1.48, 3.07], [1.66, 1.93, 0.43], [0.38, -0.12, 0.00], [0.04, -0.90, -2.94], [-3.32, -0.51, -0.78], [-1.68, 1.70, -2.15], [-3.03, 4.42, -0.32], [0.28, 1.69, -4.00], [3.60, -3.37, -0.90], [-2.55, -3.61, -2.51], [3.80, -1.87, -0.84], [-2.18, -1.38, -0.32], [-1.73, 2.89, 2.47], [-3.96, -3.02, -2.21]],
  "gap_ev": 9.74,
  "de_lowest_kj_mol": 759.9,
  "lumo_energy_ha": 0.001,
  "molar_mass_g_mol": 355.33,
  "fmax_ha_per_bohr": 0.1959,
  "e_homo_ev": -9.726,
  "spin_multiplicity": 1,
  "total_charge": 0
}

=====

# 5
{
  "formula": "C4H38N2O12",
  "method": "ωB97M-V with the def2-TZVPD basis set",
  "elements": ["O", "O", "O", "O", "O", "O", "O", "O", "O", "O", "O", "O", "N", "N", "C", "C", "C", "C", "H", "H", "H", "H", "H", "H", "H", "H", "H", "H", "H", "H", "H", "H", "H", "H", "H", "H", "H", "H", "H", "H", "H", "H", "H", "H", "H", "H", "H", "H", "H", "H", "H", "H", "H", "H", "H", "H"],
  "xyz": [[2.42, -0.89, -3.51], [-4.75, 2.54, 0.69], [-0.37, -3.20, -2.53], [-1.90, 4.44, -0.15], [-0.86, 0.95, -1.83], [-1.65, 1.90, 1.14], [0.42, 4.18, 0.45], [0.38, -1.58, 4.49], [4.63, -0.07, 2.29], [-3.59, -0.80, 0.91], [2.03, 1.92, -0.75], [-2.93, 0.15, -3.37], [-1.64, -1.95, -0.64], [2.20, -0.50, 1.67], [-0.63, -1.29, 0.33], [1.78, -1.87, 0.80], [3.00, -2.57, 0.10], [0.78, -1.45, -0.32], [0.02, 4.34, 1.31], [3.31, -0.79, -3.83], [-1.90, 2.39, 1.84], [-1.50, -2.96, -0.39], [1.94, -1.24, -4.34], [0.03, 0.74, -1.89], [1.31, 2.45, -0.48], [-1.16, 4.75, -0.60], [-0.69, -1.63, 1.33], [-1.45, -1.69, -1.63], [-5.50, 2.34, 1.21], [5.35, 0.66, 2.10], [3.76, -1.93, -0.35], [3.29, -0.54, 1.57], [1.50, -2.56, 1.56], [2.74, 2.45, -1.02], [-2.25, 1.88, 0.45], [1.84, -0.57, 2.66], [1.15, -0.40, -0.62], [-2.37, 0.70, -2.96], [0.39, -0.87, 5.15], [-2.51, -1.41, -0.43], [-0.88, 1.65, -1.16], [-0.52, -3.06, -3.57], [-0.07, -4.09, -2.54], [-4.54, 3.50, 0.56], [-3.41, 0.43, -4.10], [3.44, -3.34, 0.70], [0.94, 4.94, 0.44], [-0.91, -0.19, 0.32], [0.74, -1.97, -1.32], [1.68, 0.24, 1.16], [-0.39, -2.22, 4.68], [5.05, -0.71, 2.92], [2.49, -3.25, -0.66], [-4.34, -0.17, 1.19], [-4.13, -1.51, 0.64], [-1.74, 3.72, 0.32]],
  "gap_ev": [10.53, 2.38],
  "lumo_energy_ha": [-0.296, -0.595],
  "molar_mass_g_mol": 306.35,
  "fmax_ha_per_bohr": 0.1393,
  "e_homo_ev": [-18.567, -18.567],
  "spin_multiplicity": 2,
  "total_charge": 3
}

=====

# 6
{
  "formula": "C4H38N2O14",
  "method": "ωB97M-V with the def2-TZVPD basis set",
  "elements": ["O", "O", "O", "O", "O", "O", "O", "O", "O", "O", "O", "O", "O", "O", "N", "N", "C", "C", "C", "C", "H", "H", "H", "H", "H", "H", "H", "H", "H", "H", "H", "H", "H", "H", "H", "H", "H", "H", "H", "H", "H", "H", "H", "H", "H", "H", "H", "H", "H", "H", "H", "H", "H", "H", "H", "H", "H", "H"],
  "xyz": [[1.33, -0.03, 3.83], [-2.26, 2.09, 2.60], [-3.62, -0.28, 1.85], [2.56, -2.30, -1.16], [-2.13, -1.54, -4.26], [0.32, 0.27, -4.28], [-1.48, -1.50, 1.31], [-0.02, -1.95, -2.43], [-3.03, 1.76, -0.92], [-0.97, 4.50, 2.30], [2.09, -2.89, 3.26], [-2.01, -0.81, -1.41], [-0.94, -3.52, -0.47], [3.19, -0.21, -2.37], [3.01, 1.92, 1.11], [-0.45, 0.43, 0.58], [0.54, 1.52, 0.62], [1.96, 0.94, 0.79], [-0.41, -0.58, 1.68], [0.51, 2.14, -0.81], [-2.35, 1.93, -0.24], [-3.16, -0.29, 1.00], [-2.26, -0.95, -2.33], [-1.87, -3.69, -0.63], [-1.70, 3.85, 2.37], [2.06, -0.65, 3.72], [-1.44, 1.74, 2.96], [1.87, 0.74, 3.61], [-3.41, -1.16, 2.18], [0.80, 1.36, -1.53], [-1.54, -1.37, -5.01], [1.14, 3.02, -0.71], [0.40, -1.83, -3.28], [1.78, -3.46, 2.55], [1.24, 0.59, -4.28], [-0.94, -0.26, 2.57], [-2.20, 0.04, -0.99], [4.07, 0.08, -2.65], [-0.74, 4.85, 3.16], [-2.74, 1.27, 2.33], [0.50, -1.19, 1.69], [2.88, -1.84, -0.38], [2.75, 2.68, 1.72], [1.60, -2.36, -1.13], [-0.68, -3.24, -1.38], [-3.84, 1.54, -0.47], [3.73, 2.06, 0.42], [-1.47, -1.84, -3.60], [-0.24, -0.15, -0.22], [3.24, -1.19, -2.36], [2.07, 0.21, 1.57], [-0.17, 0.67, -4.99], [1.19, -2.75, 3.59], [-0.06, -1.07, -2.03], [-0.49, 2.32, -1.21], [2.36, 0.41, -0.10], [0.54, 2.24, 1.43], [-1.13, -2.26, 0.80]],
  "gap_ev": 8.60,
  "de_lowest_kj_mol": 345.6,
  "lumo_energy_ha": -0.001,
  "molar_mass_g_mol": 338.35,
  "fmax_ha_per_bohr": 0.0734,
  "e_homo_ev": -8.633,
  "spin_multiplicity": 1,
  "total_charge": 0
}

=====

# 7
{
  "formula": "C4H38N2O15",
  "method": "ωB97M-V with the def2-TZVPD basis set",
  "elements": ["O", "O", "O", "O", "O", "O", "O", "O", "O", "O", "O", "O", "O", "O", "O", "N", "N", "C", "C", "C", "C", "H", "H", "H", "H", "H", "H", "H", "H", "H", "H", "H", "H", "H", "H", "H", "H", "H", "H", "H", "H", "H", "H", "H", "H", "H", "H", "H", "H", "H", "H", "H", "H", "H", "H", "H", "H", "H", "H"],
  "xyz": [[1.01, 0.63, -3.96], [3.72, 1.37, -1.70], [0.69, -1.39, 2.34], [-2.56, 3.45, 1.63], [-0.23, -4.09, -0.75], [-3.42, -2.77, 2.78], [-4.19, -0.13, 0.57], [3.23, -1.81, 2.94], [-0.60, -3.79, 2.73], [-0.17, -1.30, -2.43], [2.84, 4.09, -0.52], [-1.86, 3.71, -1.72], [1.28, 3.34, -3.86], [-2.75, -2.69, -0.06], [-2.30, 0.57, 2.84], [0.05, 1.87, 1.40], [2.02, -1.57, -0.64], [-0.17, 1.03, 0.21], [2.26, -0.10, -0.46], [3.36, 0.24, -1.49], [1.05, 0.87, -0.73], [-1.45, 0.92, 2.69], [1.63, -1.78, -1.54], [1.49, -2.03, 0.08], [0.75, 2.78, -4.46], [0.45, 2.76, 1.14], [-1.04, 3.56, -2.21], [1.59, 1.37, -3.72], [-1.62, 3.48, 1.42], [-2.89, -1.99, 2.97], [-2.01, -2.85, 0.56], [0.02, -0.43, -2.80], [0.40, -3.93, -1.46], [-0.41, -4.72, 2.58], [1.08, -1.74, 3.16], [-3.07, 3.52, 0.82], [-2.43, -3.08, -0.87], [-2.82, 1.38, 2.89], [0.74, 1.43, 1.98], [3.25, 3.31, -0.93], [3.88, -1.91, 2.24], [1.53, 1.85, -0.99], [0.34, -4.45, -0.07], [3.98, -0.66, -1.70], [-2.05, 2.80, -1.45], [-0.82, -1.21, -1.73], [-1.45, -3.72, 3.17], [-3.99, -2.74, 2.01], [-3.27, -0.15, 0.86], [0.71, 0.79, -1.75], [-4.42, -0.73, -0.13], [2.56, 0.14, 0.57], [-1.08, 1.32, -0.32], [1.55, -0.16, -4.01], [-0.38, 0.03, 0.63], [0.78, 4.15, -3.73], [3.35, -1.03, 3.48], [-0.10, -1.97, 2.44], [1.98, 4.16, -0.95]],
  "gap_ev": 9.27,
  "de_lowest_kj_mol": 542.6,
  "lumo_energy_ha": -0.005,
  "molar_mass_g_mol": 354.35,
  "fmax_ha_per_bohr": 0.0613,
  "e_homo_ev": -9.398,
  "spin_multiplicity": 1,
  "total_charge": 0
}

=====

# 8
{
  "formula": "C4H39N3O13",
  "method": "ωB97M-V with the def2-TZVPD basis set",
  "elements": ["O", "O", "O", "O", "O", "O", "O", "O", "O", "O", "O", "O", "O", "N", "N", "N", "C", "C", "C", "C", "H", "H", "H", "H", "H", "H", "H", "H", "H", "H", "H", "H", "H", "H", "H", "H", "H", "H", "H", "H", "H", "H", "H", "H", "H", "H", "H", "H", "H", "H", "H", "H", "H", "H", "H", "H", "H", "H", "H"],
  "xyz": [[1.76, 3.29, 0.21], [3.36, -1.54, -0.95], [-2.43, 1.91, -2.03], [3.09, 0.09, -3.02], [1.17, -2.69, -1.86], [-2.99, 2.33, 0.63], [-1.15, -3.17, -0.82], [-1.27, 2.05, -4.70], [1.41, 4.20, 3.23], [0.61, 1.22, -2.66], [-0.39, 3.80, 1.64], [-1.18, -3.76, 1.87], [-0.38, -1.15, -3.30], [-1.69, -0.32, 2.09], [-2.84, -0.72, 0.18], [1.87, 0.43, 1.47], [-0.29, -0.74, 1.55], [0.88, -0.36, 2.41], [1.64, -1.65, 2.88], [-2.83, -1.13, 1.68], [-0.88, -0.89, -2.49], [2.72, -1.59, 2.99], [-2.53, 1.80, 1.30], [3.92, -2.26, -1.01], [3.19, -0.38, -2.23], [1.70, 3.40, 3.06], [-2.72, -2.23, 1.65], [-0.81, 2.94, 1.48], [1.19, -1.97, 3.89], [-0.52, 2.60, -4.55], [2.51, 3.78, 0.55], [-1.32, -4.64, 2.30], [-1.65, -2.49, -0.34], [2.78, 0.17, 1.82], [3.90, 0.51, -3.40], [1.81, -0.08, 0.60], [-2.84, 2.28, -0.27], [-1.58, 1.43, -2.00], [-1.00, -3.99, 0.95], [0.43, 3.53, 1.19], [-0.23, -0.13, 0.43], [0.79, -2.21, -2.59], [0.71, 0.36, 3.21], [1.80, 2.43, 0.80], [-0.07, -0.36, -3.78], [-2.54, 0.26, 0.04], [0.46, 4.19, 3.33], [-1.02, 1.13, -4.34], [-1.51, -0.30, 3.11], [2.49, -1.90, -1.35], [-1.71, -3.29, -1.58], [-3.80, -0.92, 2.25], [0.71, 1.50, -1.77], [1.56, -2.55, 2.30], [-2.40, 2.34, -2.97], [-3.81, -0.75, -0.09], [0.50, -3.06, -1.39], [-0.20, -1.82, 1.31], [1.62, 1.09, -2.92]],
  "gap_ev": 9.72,
  "de_lowest_kj_mol": 279.7,
  "lumo_energy_ha": 0.004,
  "molar_mass_g_mol": 337.36,
  "fmax_ha_per_bohr": 0.1424,
  "e_homo_ev": -9.627,
  "spin_multiplicity": 1,
  "total_charge": 0
}